(1)
Here is a structure of composition C7H4Cl3N2 in a non-equilibrium geometry from the Open Molecules 2025 dataset. Energies are from the ωB97M-V functional and the def2-TZVPD basis.

Summary:
HOMO: -13.18 eV
LUMO: -0.210 Ha
charge: +1
ΔE to the lowest compared entry with this formula, charge and spin: 0.0 kJ/mol

Each line ends with the Mulliken charge.
Geometry (Å):
H: 2.98 -0.14 -0.39  0.359
H: -0.26 1.17 -2.92  0.447
N: -1.15 -0.45 2.70  0.697
C: 0.05 0.87 -1.94  -0.737
C: 1.07 -0.31 0.44  0.269
C: -1.58 -0.74 1.52  -0.400
C: -0.33 -0.09 0.22  0.475
C: -0.83 0.33 -0.95  0.205
C: 1.44 0.82 -1.64  0.172
H: -2.28 -0.02 0.98  0.386
C: 1.92 0.17 -0.53  -0.450
N: -0.83 -0.26 3.74  -0.303
H: -1.97 -1.84 1.38  0.351
Cl: 1.75 -1.03 1.80  -0.166
Cl: -2.42 0.08 -1.54  -0.162
Cl: 2.44 1.42 -2.89  -0.144

---

(2)
Here is an isolated molecule of C6H7OP in a non-equilibrium geometry from the Open Molecules 2025 dataset. Energies are from the ωB97M-V functional and the def2-TZVPD basis.

Summary:
HOMO: -8.39 eV
LUMO: -0.022 Ha
SMILES: [H]/P=C\C=C/C#CCO
ΔE to the lowest compared entry with this formula, charge and spin: 364.6 kJ/mol

Each line ends with the Mulliken charge.
Geometry (Å):
H: 1.16 0.99 -0.11  0.195
C: 2.01 0.35 0.01  -0.256
P: 3.55 1.10 -0.01  -0.044
H: 2.71 -1.57 0.46  0.390
H: 0.26 -2.60 0.21  0.293
C: -1.28 0.23 -0.18  1.023
H: 4.33 -0.02 0.49  -0.024
H: -2.32 1.80 -1.02  0.338
C: -0.46 -0.61 -0.03  -0.105
H: -3.63 0.82 1.15  0.306
C: 1.84 -1.09 0.24  -0.057
C: -2.30 1.24 -0.08  -0.828
O: -3.60 0.80 0.23  -0.472
H: -1.86 1.96 0.54  0.321
C: 0.57 -1.55 0.30  -1.082

---

(3)
Here is the ion C3H10NS with charge +1 in a non-equilibrium geometry from the Open Molecules 2025 dataset. Energies are from the ωB97M-V functional and the def2-TZVPD basis.

Summary:
HOMO: -13.90 eV
LUMO: -0.137 Ha
charge: +1
ΔE to the lowest compared entry with this formula, charge and spin: 185.4 kJ/mol

Each line ends with the Mulliken charge.
Geometry (Å):
H: -1.71 -0.21 0.87  0.371
H: 0.08 1.21 2.92  0.255
S: 0.08 0.27 -0.54  0.246
H: -0.21 -0.99 1.65  0.408
C: -0.71 -0.70 -1.89  -0.929
H: 2.33 -0.02 0.41  0.328
H: 2.14 -0.73 -1.31  0.360
H: 0.11 -0.76 -2.59  0.399
H: -1.02 -1.64 -1.51  0.351
H: 1.32 -1.68 0.11  0.357
H: -0.88 1.89 1.62  0.230
N: -0.38 1.09 1.92  -0.388
H: -1.45 0.01 -2.19  0.367
C: -0.78 -0.14 1.35  -0.462
C: 1.61 -0.67 -0.26  -0.894

---

(4)
Here is a structure of composition C18H24CoFN4 from the Open Molecules 2025 dataset. Energies are from the ωB97M-V functional and the def2-TZVPD basis.

Summary:
HOMO (alpha / beta): -15.12 / -15.12 eV
LUMO (alpha / beta): -0.249 / -0.249 Ha
charge: +2
ΔE to the lowest compared entry with this formula, charge and spin: 0.0 kJ/mol

Each line ends with the Mulliken charge.
Geometry (Å):
H: 1.10 -0.44 -4.14  0.531
C: -1.30 0.65 2.22  -0.675
N: 0.10 1.46 -0.61  0.967
N: -0.03 -0.04 1.92  -0.120
C: 0.77 -1.39 -2.21  0.065
H: 0.11 5.15 -1.53  0.460
H: 2.26 3.96 -1.12  0.563
H: -0.04 -0.95 2.38  0.381
H: -2.40 -0.86 -0.47  0.350
H: 1.19 -2.69 0.24  0.334
N: -1.91 -0.09 -0.02  0.158
H: -2.75 -2.23 -3.60  0.501
H: -2.04 3.92 -1.38  0.557
H: -1.20 1.69 1.91  0.340
H: 2.64 -0.80 -0.18  0.463
N: 2.07 -0.05 0.20  -0.090
H: 2.85 0.93 -1.49  0.427
H: -1.53 0.63 3.28  0.521
C: -1.10 3.42 -1.19  -1.076
H: 3.29 0.51 1.87  0.463
C: 1.31 3.44 -1.04  -1.091
C: -1.78 -1.98 -3.17  -0.684
C: -2.25 1.15 -0.78  -1.402
H: 1.81 -1.29 -1.92  0.750
H: -2.47 -1.08 1.74  0.459
C: 1.26 2.10 -0.71  0.966
C: 0.18 -2.35 0.01  -0.232
C: -1.42 -2.38 -1.92  -0.895
C: 2.46 1.21 -0.51  -1.384
C: -1.06 2.08 -0.85  0.877
H: 3.26 1.72 0.02  0.458
H: -3.12 1.65 -0.34  0.434
C: 1.19 0.68 2.36  -0.677
C: -0.86 -1.24 -3.94  0.370
H: -2.11 -2.98 -1.33  0.594
H: -3.33 0.44 1.50  0.446
H: 2.44 -1.03 2.02  0.458
H: -0.56 -2.93 0.56  0.420
C: -0.13 -2.09 -1.39  -0.097
F: -1.24 -0.84 -5.14  -0.306
C: 0.11 4.10 -1.27  -0.477
C: -2.36 -0.05 1.40  -0.934
H: -2.52 0.86 -1.79  0.432
H: 1.30 0.66 3.44  0.529
C: 0.40 -0.95 -3.49  -1.066
Co: 0.08 -0.39 -0.01  -0.487
C: 2.35 0.00 1.67  -0.910
H: 1.10 1.72 2.04  0.326

---

(5)
Here is an isolated molecule of C3H5NOS in a non-equilibrium geometry from the Open Molecules 2025 dataset. Energies are from the ωB97M-V functional and the def2-TZVPD basis.

Summary:
HOMO (alpha / beta): -8.85 / -9.23 eV
LUMO (alpha / beta): -0.063 / -0.086 Ha
ΔE to the lowest compared entry with this formula, charge and spin: 405.5 kJ/mol

Each line ends with the Mulliken charge.
Geometry (Å):
H: 1.60 -1.87 -0.31  0.337
C: -0.63 0.91 -0.11  0.638
H: 1.00 -1.21 1.21  0.304
H: -2.13 2.06 0.63  0.291
N: -1.87 1.15 0.15  -0.510
S: 2.42 0.23 0.11  -0.085
O: 0.11 1.90 -0.13  -0.511
H: -1.15 -1.10 0.15  0.228
H: -0.15 -0.55 -1.48  0.215
C: 1.09 -1.01 0.16  -0.653
C: -0.28 -0.51 -0.40  -0.254

---

(6)
Here is a structure of composition C28H60AlBeBr3Cl2LiN2NbO15 in a non-equilibrium geometry from the Open Molecules 2025 dataset. Energies are from the ωB97M-V functional and the def2-TZVPD basis.

Summary:
HOMO: -6.27 eV
LUMO: -0.181 Ha

Each line ends with the Mulliken charge.
Geometry (Å):
H: -4.49 -1.47 -5.54  0.250
C: -1.84 -3.78 -2.22  0.068
H: 6.33 -0.38 6.30  0.352
H: 2.35 1.61 -5.05  0.230
H: -0.68 -0.42 2.51  0.326
C: -1.70 1.60 -3.39  -0.753
H: -1.31 2.98 -0.19  0.195
O: -0.55 1.61 2.97  -0.397
O: 4.27 4.58 5.92  -0.620
H: -4.52 -2.49 -2.56  0.251
H: 7.37 0.39 2.88  0.250
H: -2.22 -0.65 -5.19  0.491
Nb: -1.66 -0.48 -2.43  -0.851
H: 1.69 -0.92 3.66  -0.007
H: 2.08 3.15 -3.97  0.257
O: -3.90 -8.40 0.67  -0.497
O: 5.42 6.03 4.78  -0.601
H: 0.28 -0.71 4.79  0.310
O: -1.86 0.95 0.35  -0.489
N: 6.71 0.06 5.47  -0.459
H: 3.06 -3.18 1.95  0.138
O: -3.85 -9.02 -1.41  -0.701
C: -0.78 0.37 -0.46  2.130
Al: 5.84 1.55 3.92  0.272
H: 5.85 -2.58 5.05  0.343
C: -1.76 -2.48 -1.33  -0.208
H: -2.19 -2.38 -4.64  0.502
C: 1.73 2.53 -4.85  -0.994
H: -0.07 1.24 -0.65  0.626
H: 3.36 -1.21 -2.12  0.349
C: 2.09 -3.26 1.36  -0.696
Be: -6.04 -0.55 -6.01  0.661
H: -0.71 -5.23 -3.43  0.489
Br: 2.85 5.16 2.39  0.007
H: 8.21 -1.14 2.63  0.378
H: -6.66 -0.40 -2.57  0.226
H: -0.05 -3.55 -3.66  0.050
H: -2.45 7.70 1.49  0.320
H: 1.24 0.65 -2.29  0.199
H: -2.52 2.75 1.18  0.012
H: 0.61 2.44 1.31  0.127
H: 0.86 0.38 1.89  0.063
Br: 4.34 3.30 2.11  0.081
C: -4.19 -1.27 -4.42  -0.106
H: 5.89 0.46 5.02  0.344
H: -0.80 -2.52 -0.70  -0.005
C: -3.97 5.46 2.70  -0.346
H: 2.05 -2.41 -2.54  0.357
C: -4.82 6.15 1.66  -0.542
C: -6.82 -1.52 -2.44  -0.527
O: 0.15 -1.03 -3.20  -0.611
H: -3.50 -7.81 0.00  0.292
C: -4.96 -2.40 -3.60  -0.141
C: 1.33 -0.35 -2.81  0.161
C: -0.47 -4.25 -2.88  -0.768
O: -6.39 -2.23 -3.62  -0.420
H: 1.56 0.67 4.54  0.312
C: -2.55 6.63 1.27  -0.396
H: -2.31 1.53 -4.34  0.512
H: 1.26 -2.62 1.85  0.051
H: 5.29 0.05 2.27  0.038
C: 0.93 -0.15 4.05  -0.767
C: -3.84 6.34 0.52  -0.383
C: 2.25 -1.42 -2.00  -0.962
C: 6.13 -2.01 4.16  -0.620
O: -0.42 2.27 -3.51  -0.211
H: -3.74 5.41 -0.04  0.124
H: -2.64 -3.80 -3.00  0.090
C: 4.91 -0.97 2.36  0.028
H: 1.76 -4.34 1.50  0.350
O: 3.52 6.59 5.65  -0.593
H: 7.99 -1.58 5.14  0.478
O: 4.91 -1.39 3.72  -0.289
H: 8.89 0.09 3.70  0.312
H: -4.29 5.68 3.72  0.294
C: 0.16 2.19 -4.77  0.724
Br: -2.35 -5.28 -0.96  -0.172
H: 1.83 3.19 -5.77  0.355
H: 0.29 -4.55 -2.08  0.133
C: 7.24 -1.01 4.58  0.182
H: -7.93 -1.74 -2.30  0.270
H: -2.32 2.25 -2.68  0.268
Cl: -3.90 0.07 -1.48  -0.335
H: -4.75 -3.39 -4.13  0.310
H: -5.71 5.58 1.38  0.321
H: -1.67 6.31 0.71  0.244
H: -4.12 7.14 -0.17  0.341
C: -1.56 2.32 0.71  0.005
C: 0.12 0.37 2.78  0.112
H: -0.50 3.55 2.23  0.392
C: -4.21 -9.35 -0.25  0.707
O: 1.84 -1.62 -0.62  -0.112
H: 1.81 -3.79 -0.79  -0.034
C: -2.61 -1.36 -4.36  -1.150
N: 4.40 5.74 5.45  0.864
Li: 0.73 -1.40 1.16  1.073
C: 2.31 -2.95 -0.23  0.036
O: -0.40 1.93 -5.84  -0.564
C: -0.41 2.48 1.83  -0.373
O: -2.62 5.92 2.51  -0.389
Cl: -4.88 0.54 -8.21  -0.422
H: 6.48 -2.73 3.43  0.437
H: -3.97 4.37 2.56  0.177
H: -0.34 -0.46 0.18  -2.163
O: -4.79 -10.38 0.15  -0.659
H: 5.48 -1.64 1.71  0.375
H: -4.60 -0.21 -4.20  0.362
H: -6.30 -1.83 -1.49  0.240
H: 3.87 -0.96 2.01  -0.333
H: -2.64 -2.43 -0.61  0.653
H: 1.94 -0.15 -3.76  -0.140
C: 7.96 -0.38 3.38  -1.234
H: 3.43 -3.02 -0.41  0.482
H: -5.15 7.13 2.03  0.280

---

(7)
Here is an isolated molecule of C4H4Cl2F2 in a non-equilibrium geometry from the Open Molecules 2025 dataset. Energies are from the ωB97M-V functional and the def2-TZVPD basis.

Summary:
HOMO: -10.30 eV
LUMO: 0.030 Ha
SMILES: C=C[C@@H](Cl)C(F)(F)Cl
ΔE to the lowest compared entry with this formula, charge and spin: 96.3 kJ/mol

Each line ends with the Mulliken charge.
Geometry (Å):
H: 0.01 -0.25 1.46  0.465
F: 2.03 0.18 -1.26  -0.198
F: 2.68 -0.16 0.81  -0.197
H: -0.65 -0.21 -1.54  0.216
C: 1.73 0.30 0.02  0.536
C: -0.81 -0.06 -0.42  -0.138
H: -2.43 0.14 0.99  0.170
C: -2.04 0.28 -0.08  -0.774
Cl: 1.42 2.00 0.24  -0.152
C: 0.25 -0.54 0.48  -0.113
Cl: 0.55 -2.21 0.07  -0.167
H: -2.73 0.51 -0.76  0.353

---

(8)
Here is a structure of composition C14H13NSSn in a non-equilibrium geometry from the Open Molecules 2025 dataset. Energies are from the ωB97M-V functional and the def2-TZVPD basis.

Summary:
HOMO: -15.36 eV
LUMO: -0.414 Ha
charge: +2
ΔE to the lowest compared entry with this formula, charge and spin: 0.0 kJ/mol

Each line ends with the Mulliken charge.
Geometry (Å):
H: 0.58 2.51 -3.39  0.440
H: 1.68 -1.52 -2.11  0.350
H: -0.42 -1.31 4.71  0.417
C: 0.64 1.76 -0.05  0.803
H: 2.23 4.80 -0.14  0.431
Sn: -0.70 -0.23 -1.79  1.122
C: 1.43 3.74 -1.86  -0.556
H: -3.55 0.24 -3.26  0.335
C: -1.37 -3.49 2.22  -0.661
H: -1.49 -3.59 4.38  0.416
C: -1.18 -2.99 3.53  -0.612
C: 1.32 2.92 0.41  -0.711
C: 0.34 0.66 0.84  0.771
H: 1.76 4.50 -2.58  0.411
C: -0.99 -2.73 1.11  -0.620
C: 0.81 -1.52 -2.77  -0.940
C: 0.34 1.63 -1.42  -0.141
H: 1.08 -1.07 -3.74  0.394
H: -1.81 -4.48 2.10  0.403
C: -0.22 -0.97 2.63  0.628
N: -0.12 -0.51 0.35  -0.259
C: 1.71 3.91 -0.49  -0.667
H: -3.06 0.32 -2.65  -0.286
H: 1.53 3.01 1.48  0.397
H: 0.41 -2.54 -2.93  0.373
C: 0.75 2.60 -2.32  -0.373
H: -1.13 -3.11 0.09  0.265
S: 0.48 0.65 2.59  -0.144
C: -0.43 -1.47 1.33  0.441
C: -0.60 -1.73 3.72  -0.427

---

| no. | electronic energy (a.u.) |
| --- | --- |
| 1 | -1758.84413 |
| 2 | -649.25846 |
| 3 | -572.92857 |
| 4 | -2401.46061 |
| 5 | -645.35724 |
| 6 | -11304.29350 |
| 7 | -1274.87940 |
| 8 | -1207.80423 |